(P)
2 unconnected molecules or ions with the total composition CH3N3S, computed with wB97M-V/def2-TZVPD.

Frontier orbital gap (eV): 8.0684
Structure (SMILES): NN=S.C#N
LUMO (eV): 0.273

Geometry as XYZ:
```
8
Properties=species:S:1:pos:R:3:nbo_charge:R:1
N 0.947 0.791 -0.211 -0.49
N 1.720 0.126 0.501 -0.31
S 2.901 -0.754 -0.023 0.07
H 0.600 0.361 -1.057 0.37
H 0.229 1.208 0.337 0.37
C -2.134 -1.506 0.197 0.10
N -1.428 -0.832 -0.384 -0.36
H -2.832 -2.369 0.473 0.26
```

***

(Q)
A single CH3N3S molecule, computed with wB97M-V/def2-TZVPD.

Frontier orbital gap (spin up / spin down) (eV): 8.0196 / 8.4657
LUMO (spin up / spin down) (eV): -1.083 / -1.208

Geometry as XYZ:
```
8
Properties=species:S:1:pos:R:3:nbo_charge:R:1
C -0.538 -0.454 0.198 -0.25
N -0.141 -1.357 -0.676 -0.12
N 1.992 -0.489 0.145 -0.74
N -0.042 0.953 0.051 -0.85
S 1.586 0.806 -0.395 1.10
H -1.597 -0.252 -0.112 0.26
H -0.605 -0.701 1.350 0.22
H -0.655 1.495 -0.561 0.39
```

***

Going by the computed energies, the most stable comes first: (P), (Q).

***

(P)
A molecular structure, C2HNO, computed with wB97M-V/def2-TZVPD.

Frontier orbital gap (eV): 11.9874
LUMO (eV): -0.020

Geometry as XYZ:
```
5
Properties=species:S:1:pos:R:3:nbo_charge:R:1
O -1.289 -1.222 -0.796 -0.41
C -1.270 -0.133 -0.504 0.53
C 0.893 0.413 0.437 -0.02
N 1.983 0.171 0.778 -0.34
H -0.317 0.771 0.084 0.24
```

***

(Q)
A single C2HNO molecule, computed with wB97M-V/def2-TZVPD.

Frontier orbital gap (eV): 10.8530
Structure (SMILES): N#CC=O
LUMO (eV): -0.864

Geometry as XYZ:
```
5
Properties=species:S:1:pos:R:3:nbo_charge:R:1
N 2.007 -0.066 -0.284 -0.22
C 0.871 0.019 -0.072 0.15
C -0.592 0.029 0.094 0.34
O -1.270 -0.721 -0.558 -0.42
H -1.015 0.740 0.820 0.16
```

***

Going by the computed energies, the most stable comes first: (Q), (P).

***

(P)
2 unconnected molecules or ions with the total composition CH7N2O, computed with wB97M-V/def2-TZVPD.

Frontier orbital gap (eV): 7.2898
LUMO (eV): 4.962
Net charge: -1

Geometry as XYZ:
```
11
Properties=species:S:1:pos:R:3:nbo_charge:R:1
O -1.305 -1.461 -1.662 -1.09
H -0.381 -0.906 -1.469 0.49
N 0.721 0.939 1.573 -0.91
C -0.109 0.414 0.419 -0.05
N 0.667 -0.199 -0.595 -1.10
H 1.208 0.081 1.826 0.34
H 1.319 1.665 1.196 0.33
H -0.748 -0.396 0.791 0.14
H -0.750 1.256 0.114 0.11
H -1.701 -1.764 -0.864 0.44
H 1.079 0.371 -1.327 0.30
```

***

(Q)
2 unconnected molecules or ions with the total composition CH7N2O, computed with wB97M-V/def2-TZVPD.

Frontier orbital gap (eV): 7.3176
LUMO (eV): 4.556
Net charge: -1

Geometry as XYZ:
```
11
Properties=species:S:1:pos:R:3:nbo_charge:R:1
O -0.431 2.591 -0.263 -1.27
H 0.028 2.419 0.564 0.39
N 0.121 -1.259 1.026 -0.88
C -0.454 -0.800 -0.230 -0.05
N 0.288 0.169 -0.994 -0.96
H 0.861 -1.914 0.864 0.33
H 0.395 -0.480 1.594 0.35
H -0.637 -1.683 -0.849 0.13
H -1.397 -0.322 0.026 0.18
H -0.059 1.212 -0.840 0.45
H 1.285 0.066 -0.898 0.32
```

***

(R)
2 unconnected molecules or ions with the total composition CH7N2O, computed with wB97M-V/def2-TZVPD.

Frontier orbital gap (eV): 7.8899
LUMO (eV): 4.788
Net charge: -1

Geometry as XYZ:
```
11
Properties=species:S:1:pos:R:3:nbo_charge:R:1
O -0.173 1.466 1.593 -1.33
H 0.299 1.748 2.384 0.40
N -0.092 0.521 -1.350 -0.89
C 0.391 -0.743 -0.761 -0.05
N -0.075 -1.067 0.561 -0.92
H 0.230 1.256 -0.718 0.39
H -1.098 0.558 -1.255 0.33
H 1.476 -0.623 -0.693 0.15
H 0.192 -1.571 -1.455 0.14
H -0.092 -0.164 1.126 0.45
H -1.057 -1.381 0.569 0.32
```

***

Going by the computed energies, the most stable comes first: (R), (Q), (P).